1.
The following is a DFT calculation (ωB97M-V with the def2-TZVPD basis set) of a 6-piece molecular cluster, C15H41NO6 overall in a non-equilibrium geometry.

Computed properties:
Energy relative to the best compared isomer or geometry (same formula, charge and spin): 186.3 kcal/mol
Energy: -1101.95235 a.u.
Max |F|: 0.137 Eh/bohr

The geometry in XYZ format:
```
63
Properties=species:S:1:pos:R:3:lowdin_charge:R:1
C 2.0782 -2.1611 -1.8251 0.02
C 2.0162 -1.2521 -2.9531 -0.31
O 2.3702 -1.3771 -4.1611 0.12
N 1.1372 -0.0471 -2.5511 0.07
H 0.4562 0.0009 -3.3671 0.22
H 0.9012 -0.0861 -1.6121 0.05
C 1.8902 1.2149 -2.7111 -0.02
H 1.5122 -2.3521 -1.0131 0.05
H 2.9742 -2.2311 -1.1091 0.14
H 1.8512 -3.1111 -2.3671 0.13
H 2.7912 1.0479 -2.1091 0.08
H 1.4972 2.0869 -2.2131 0.08
H 2.1472 1.3999 -3.9261 0.18
O -0.3268 0.0079 -0.1751 -0.36
H -1.2018 -0.3001 0.0379 -0.04
C -2.6188 2.2389 -0.8501 -0.04
C -1.2488 2.8539 -1.1651 -0.62
C -1.3268 4.3659 -1.6621 -0.05
O -0.3378 2.6089 -0.2361 -0.07
H -2.5898 2.3889 0.1489 0.02
H -2.3558 1.1449 -0.9241 0.06
H -3.6438 2.6959 -1.3211 0.14
H -1.0678 2.3089 -1.9501 0.04
H -2.1708 4.6709 -2.5131 0.12
H -0.1808 4.7769 -2.0161 0.13
H -1.7218 4.8759 -0.8161 0.03
H 0.0012 1.6459 -0.0301 0.08
C 4.4912 -0.1351 0.4999 -0.02
C 3.0312 0.2019 1.1719 -0.41
C 3.2142 1.1419 2.4029 -0.03
O 2.2102 1.0159 0.3469 -0.08
H 4.9092 0.8389 0.2549 0.07
H 4.3892 -0.6521 -0.3561 -0.02
H 5.1472 -0.7281 1.2759 0.12
H 2.4902 -0.6741 1.3909 0.10
H 2.4062 1.3499 2.9249 0.00
H 3.7322 2.1559 1.9059 0.16
H 3.9062 0.7839 3.1209 0.05
H 1.4082 0.5019 0.2829 0.00
C -3.6268 -1.8841 -0.7721 -0.06
C -2.2608 -2.4211 -0.4551 -0.54
C -2.1398 -3.9211 -0.3051 -0.04
O -1.4248 -2.0351 -1.5261 -0.09
H -4.1648 -2.0541 -1.6401 0.04
H -3.4678 -0.7051 -0.9351 0.11
H -4.4918 -1.9091 -0.0431 0.10
H -2.0218 -1.9881 0.4949 0.10
H -2.9118 -4.1221 0.5069 0.11
H -1.1268 -4.2841 -0.0731 0.08
H -2.4858 -4.2901 -1.2771 0.08
H -0.8318 -1.2481 -1.4801 0.04
C -1.9368 0.2579 2.4839 -0.06
C -0.6958 -0.1801 3.2079 -0.52
C -0.9078 -1.1621 4.2579 -0.08
O 0.0652 -0.9541 2.2349 -0.11
H -1.6108 0.9019 1.7649 0.01
H -2.6728 0.9789 2.9589 0.11
H -2.5328 -0.6361 2.1989 0.10
H -0.1428 0.7229 3.5559 0.15
H -1.4358 -0.3821 5.0059 0.14
H 0.0632 -1.3631 4.5469 0.04
H -1.5498 -2.0941 4.0689 0.12
H 0.1462 -0.4421 1.3869 0.02
```


2.
The following is a DFT calculation (ωB97M-V with the def2-TZVPD basis set) of a 3-piece molecular cluster, C15H42BClNO10P4S overall in a non-equilibrium geometry.

Computed properties:
Energy: -3652.67552 a.u.
Max |F|: 0.168 Eh/bohr
Net charge: -1

The geometry in XYZ format:
```
75
Properties=species:S:1:pos:R:3:lowdin_charge:R:1
C 6.3466 -3.8591 5.6094 -0.11
C 4.8018 -4.0524 5.7199 -0.32
N 4.3900 -3.5548 7.0434 -0.12
B 2.9807 -2.9696 7.0753 -1.48
S 2.5662 -2.8140 8.9561 0.53
P 1.5553 -4.0874 6.3422 0.78
C 1.5583 -4.1685 4.4869 -0.35
O 1.9852 -5.6821 6.8039 -0.39
P 2.9463 -1.0937 6.4401 0.58
O 4.2624 -0.8449 5.3773 -0.42
Cl 1.2341 -0.7505 5.2332 0.16
H 6.8398 -4.1085 6.5520 0.06
H 6.4897 -2.7890 5.4223 0.06
H 6.7133 -4.4548 4.7607 0.05
H 4.3706 -3.3796 4.9733 0.07
H 4.5060 -5.1011 5.5814 0.10
H 4.3584 -4.3690 7.6523 0.07
H 1.3267 -2.2763 8.9139 -0.18
H 2.5346 -4.3069 3.9997 0.01
H 0.9580 -5.0496 4.2088 0.02
H 1.0721 -3.3153 4.0044 -0.01
H 1.3253 -5.9380 7.4542 0.01
H 3.9270 -0.8072 4.4709 0.01
O -3.4319 0.9493 3.0160 -0.21
P -2.6816 1.1839 1.7391 0.62
O -1.7157 2.4408 2.1429 -0.23
C -0.7097 2.2420 3.1419 -0.27
C 0.2847 1.1644 2.7589 -0.13
O -3.8890 1.9479 0.9078 -0.25
C -5.2509 1.5876 1.1425 -0.29
C -5.9336 2.6361 2.0004 -0.08
O -1.8961 0.8437 0.3291 -0.22
C -1.7994 1.7524 -0.7707 -0.26
C -0.7338 2.8185 -0.6025 -0.07
H -1.1824 2.0078 4.0989 0.11
H -0.1920 3.1952 3.2568 0.12
H -0.1948 0.1801 2.7300 0.06
H 1.0994 1.1236 3.4755 0.02
H 0.6978 1.3499 1.7660 0.06
H -5.3180 0.6021 1.6016 0.10
H -5.7443 1.5237 0.1696 0.11
H -5.3144 2.9283 2.8471 0.08
H -6.8913 2.2691 2.3746 0.07
H -6.1188 3.5398 1.4152 0.07
H -2.7574 2.1977 -1.0269 0.11
H -1.5148 1.1345 -1.6257 0.11
H -1.0753 3.6308 0.0381 0.07
H -0.4925 3.2595 -1.5729 0.07
H 0.1777 2.4095 -0.1671 0.07
O -1.5391 1.0753 -4.6453 -0.21
P -0.7704 1.6261 -5.8251 0.67
O -1.6902 0.9765 -7.0288 -0.23
C -3.0115 1.4678 -7.2252 -0.29
C -3.0380 2.9510 -7.5469 -0.08
O 0.4341 0.4976 -5.7281 -0.26
C 0.8935 0.0466 -4.4465 -0.28
C 0.3382 -1.3310 -4.1402 -0.07
O 0.1704 2.4880 -6.8855 -0.24
C 0.9909 1.8972 -7.8990 -0.27
C 0.2443 1.4711 -9.1479 -0.07
H -3.6191 1.2533 -6.3417 0.11
H -3.4338 0.9044 -8.0584 0.12
H -2.7061 3.5445 -6.6879 0.07
H -4.0473 3.2686 -7.8111 0.08
H -2.3688 3.1836 -8.3749 0.07
H 0.6265 0.7589 -3.6665 0.10
H 1.9839 0.0078 -4.4864 0.12
H -0.7246 -1.3975 -4.3686 0.07
H 0.4887 -1.5857 -3.0899 0.08
H 0.8416 -2.0842 -4.7499 0.07
H 1.5953 1.0825 -7.5103 0.11
H 1.6910 2.6866 -8.1826 0.12
H -0.2623 0.5173 -9.0076 0.07
H 0.9464 1.3394 -9.9740 0.08
H -0.5035 2.2086 -9.4397 0.07
```


3.
The following is a DFT calculation (ωB97M-V with the def2-TZVPD basis set) of a 8-piece molecular cluster, C15H43BFN16O14P overall in a non-equilibrium geometry.

Computed properties:
Energy relative to the best compared isomer or geometry (same formula, charge and spin): 134.2 kcal/mol
Energy: -2993.00555 a.u.
Max |F|: 0.163 Eh/bohr
Structure (SMILES): CC[C@@H](F)[C@@]1(CON=O)C(=O)N[C@H](O)[C@@]1([PH2]=O)B(O)O.NC(N)=O.NC(N)=O.NC(N)=O.NC(N)=O.NC(N)=O.NC(N)=O.NC(N)=O

The geometry in XYZ format:
```
91
Properties=species:S:1:pos:R:3:lowdin_charge:R:1
C 0.2316 1.2600 -1.0432 -0.12
C -0.1165 0.9927 -2.6570 -0.15
C -0.4639 2.3799 -3.4565 -0.17
F 0.3424 2.3330 -4.7337 -0.09
C -2.0259 2.5517 -3.9183 -0.18
C -2.0994 4.2012 -4.1847 -0.10
O -2.8419 4.5548 -5.4092 -0.16
N -3.7188 5.5403 -5.0482 -0.02
O -3.1714 6.5992 -5.3921 0.04
C -2.2539 1.6123 -5.2439 -0.19
O -2.0747 1.8417 -6.5488 -0.01
N -2.7805 0.2898 -4.7255 0.11
C -3.5887 0.4245 -3.4500 -0.31
O -5.0069 0.0063 -3.4588 -0.09
C -3.2429 1.9906 -2.9755 -0.24
P -4.9232 2.8500 -3.4604 0.83
O -5.2690 2.7152 -4.9968 -0.44
B -3.2202 2.3069 -1.3416 -0.49
O -3.3543 1.1941 -0.3362 0.03
O -3.0380 3.7024 -0.8662 0.02
H -0.5717 0.7004 -0.3601 0.08
H 0.0671 2.4180 -0.8044 0.08
H 1.3388 0.9135 -0.7670 0.08
H -0.8962 0.1301 -2.7857 0.11
H 0.9092 0.5904 -3.1142 0.13
H -0.0418 3.3044 -2.8322 0.17
H -0.9684 4.5247 -4.3855 0.15
H -2.4404 4.7761 -3.2205 0.14
H -3.3795 -0.1184 -5.4870 0.15
H -3.0891 -0.3077 -2.6530 0.16
H -5.1404 -0.5961 -2.6457 0.14
H -4.7869 4.2310 -3.0053 0.03
H -5.9925 2.2813 -2.6381 0.05
H -3.7794 1.6100 0.4784 0.08
H -3.8350 3.9925 -0.2984 0.14
N -1.8476 0.0025 -8.8878 0.17
C -1.9662 -1.3075 -9.1722 -0.71
N -2.1584 -1.5730 -10.4775 0.15
O -1.9048 -2.1791 -8.3206 0.00
H -1.8972 0.7266 -9.5845 0.10
H -1.7016 0.2553 -7.9203 0.07
H -2.2538 -2.5431 -10.7441 0.11
H -2.2101 -0.8599 -11.1853 0.10
N -1.5478 1.3349 3.5270 0.17
C -2.6644 0.7675 3.0348 -0.70
N -2.7387 -0.5622 3.2291 0.17
O -3.5342 1.4032 2.4620 0.00
H -0.8266 0.8173 4.0002 0.06
H -1.4436 2.3330 3.4069 0.11
H -3.5587 -1.0369 2.8777 0.11
H -2.0257 -1.0931 3.7002 0.09
N 2.5684 -1.6703 3.1265 0.17
C 1.7536 -0.6028 3.2134 -0.72
N 2.2109 0.4928 2.5796 0.16
O 0.6921 -0.6261 3.8147 0.01
H 3.4448 -1.6586 2.6326 0.11
H 2.2703 -2.5195 3.5862 0.12
H 1.6355 1.3228 2.6148 0.12
H 3.0848 0.5196 2.0820 0.11
N 2.7339 1.3375 5.4763 0.18
C 3.9472 1.9157 5.4077 -0.72
N 4.4889 2.2041 6.6055 0.15
O 4.5077 2.1574 4.3512 0.00
H 2.2657 1.1352 6.3434 0.09
H 2.2834 1.1006 4.6032 0.05
H 5.4006 2.6400 6.6090 0.11
H 4.0329 2.0079 7.4805 0.09
N 1.5187 -2.0417 8.6535 0.15
C 2.3323 -0.9704 8.6152 -0.72
N 3.6369 -1.2734 8.4838 0.16
O 1.9227 0.1763 8.6929 0.00
H 1.8491 -2.9898 8.5900 0.10
H 0.5280 -1.8680 8.7512 0.11
H 4.2905 -0.5034 8.4500 0.10
H 3.9821 -2.2161 8.4193 0.05
N 0.0222 -4.6785 -7.0170 0.16
C -0.4983 -5.3937 -6.0028 -0.73
N -1.8431 -5.3779 -5.9504 0.15
O 0.1892 -6.0036 -5.2003 0.01
H -0.5382 -4.1732 -7.6824 0.07
H 1.0291 -4.6581 -7.1008 0.11
H -2.2841 -5.9003 -5.2062 0.11
H -2.4164 -4.8774 -6.6083 0.10
N 7.3590 -4.1450 9.7995 0.16
C 6.8315 -3.6996 8.6443 -0.70
N 7.6380 -3.8470 7.5770 0.16
O 5.7185 -3.2051 8.5709 0.01
H 8.2758 -4.5538 9.8677 0.10
H 6.7927 -4.0572 10.6319 0.12
H 7.2882 -3.5277 6.6842 0.12
H 8.5566 -4.2536 7.6298 0.10
```


| no. | HOMO-LUMO gap (eV) |
| --- | --- |
| 1 | 7.91 |
| 2 | 3.23 |
| 3 | 9.00 |